Entry one
A molecular structure, C56H60AsBiGeO8P2S, computed with ωB97M-V/def2-TZVPD.

Last column: Löwdin charge in e.
Cartesian coordinates (Å):
Bi  0.52298  0.44284  0.57398  1.645
C  3.37670  3.39108  -1.09969  -0.062
C  4.50108  3.24539  -0.07209  -0.359
C  4.59305  4.51159  0.77233  -0.079
C  4.31033  1.97925  0.75066  -0.197
C  4.18602  0.74057  0.12408  -0.060
C  3.97776  -0.42316  0.85470  -0.084
C  3.90075  -0.39459  2.24387  -0.298
C  3.64747  -1.63718  3.05112  -0.050
C  4.03842  0.83696  2.87271  -0.047
C  4.24254  1.99688  2.14212  -0.041
H  3.45528  4.33867  -1.63733  0.083
H  2.40077  3.34863  -0.60943  0.058
H  3.39253  2.59166  -1.83748  0.056
H  5.44767  3.13445  -0.61316  0.142
H  3.67684  4.66420  1.35008  0.070
H  4.72266  5.38078  0.12599  0.080
H  5.43351  4.48793  1.46739  0.080
H  4.22780  0.67689  -0.95715  0.106
H  3.87395  -1.36998  0.33411  0.110
H  4.29274  -1.67627  3.92988  0.085
H  3.81869  -2.53835  2.46134  0.071
H  2.61579  -1.65263  3.40670  0.034
H  3.97761  0.89103  3.95403  0.117
H  4.34397  2.93248  2.67489  0.099
C  1.16572  3.61137  3.72481  -0.056
C  -0.22301  3.67595  3.11888  -0.578
O  -0.89774  4.83901  3.59466  -0.045
P  -0.16091  3.84520  1.30223  0.521
O  0.77336  5.09918  1.03190  -0.084
O  -1.59094  4.29508  0.80912  -0.114
O  0.36971  2.67863  0.51192  -0.509
P  -1.26914  2.14083  3.37106  0.296
O  -2.18186  2.62805  4.62417  -0.138
O  -0.43944  0.97230  3.74551  -0.350
O  -2.14441  2.12976  2.13953  -0.388
H  1.73706  4.50467  3.47363  0.082
H  1.69533  2.72396  3.37909  0.063
H  1.06518  3.54890  4.80878  0.094
H  -1.68447  4.55672  4.07930  0.078
H  1.03940  5.16876  0.10212  0.065
H  -2.21399  3.62801  1.17295  0.053
H  -1.95397  2.11839  5.40967  0.083
C  1.34434  -5.85235  5.60705  -0.091
C  1.48035  -4.49408  5.84306  -0.086
C  1.11909  -3.57933  4.85902  -0.127
C  0.61760  -4.02063  3.64068  -0.399
C  0.47608  -5.38715  3.41136  -0.111
C  0.84116  -6.29830  4.38964  -0.081
As  0.02285  -2.67976  2.35825  1.310
C  -1.87236  -3.16830  2.42655  -0.388
C  -2.46203  -4.18104  1.67900  -0.107
C  -3.79894  -4.50369  1.87297  -0.087
C  -4.55688  -3.81196  2.80746  -0.094
C  -3.97506  -2.79093  3.54625  -0.086
C  -2.63731  -2.46912  3.35536  -0.127
C  0.59849  -3.51223  0.68166  -0.399
C  -0.07168  -3.22746  -0.50823  -0.144
C  0.44479  -3.65461  -1.72636  -0.089
C  1.64076  -4.35484  -1.77246  -0.086
C  2.32094  -4.62997  -0.59313  -0.084
C  1.80593  -4.20952  0.62498  -0.123
H  1.62630  -6.56643  6.37006  0.101
H  1.86850  -4.14186  6.79024  0.102
H  1.22355  -2.51701  5.04876  0.092
H  0.07676  -5.74268  2.46897  0.101
H  0.72829  -7.35933  4.20533  0.102
H  -1.88056  -4.73501  0.95223  0.098
H  -4.25029  -5.29603  1.28865  0.104
H  -5.60010  -4.06246  2.95159  0.102
H  -4.56103  -2.24113  4.27244  0.104
H  -2.19016  -1.66279  3.92749  0.096
H  -0.99102  -2.65306  -0.48373  0.064
H  -0.08477  -3.42654  -2.64389  0.103
H  2.04585  -4.67838  -2.72253  0.102
H  3.25741  -5.17289  -0.62133  0.103
H  2.34661  -4.43460  1.53675  0.093
C  -3.54726  1.17991  -0.44466  -0.199
S  -3.31475  -0.14098  0.73638  0.932
O  -1.97801  -0.74079  0.34744  -0.673
C  -4.53021  -1.26402  0.08866  -0.388
C  -5.82486  -1.20531  0.58253  -0.084
C  -6.77303  -2.09355  0.09637  -0.078
C  -6.41346  -3.03792  -0.85666  -0.079
C  -5.10861  -3.09546  -1.32825  -0.076
C  -4.15687  -2.20418  -0.85593  -0.085
H  -3.42956  0.77415  -1.45111  0.040
H  -2.77680  1.91898  -0.23439  0.030
H  -4.53674  1.61401  -0.30361  0.073
H  -6.08334  -0.48628  1.35097  0.115
H  -7.78731  -2.06022  0.47199  0.105
H  -7.15141  -3.73802  -1.22635  0.103
H  -4.83131  -3.84138  -2.06272  0.109
H  -3.12839  -2.23834  -1.18987  0.093
C  0.75511  0.29945  -1.43545  -0.574
Ge  0.37671  1.27799  -3.03180  0.879
C  -1.49023  1.05508  -3.56394  -0.282
C  -2.12588  -0.17166  -3.36631  -0.134
C  -3.42893  -0.37984  -3.79721  -0.101
C  -4.12628  0.64822  -4.41876  -0.088
C  -3.51257  1.87728  -4.61232  -0.082
C  -2.20145  2.07579  -4.19260  -0.093
C  0.68897  3.20614  -3.02146  -0.280
C  -0.05895  4.04631  -2.19289  -0.134
C  0.11125  5.42414  -2.21751  -0.096
C  1.04239  5.99013  -3.08397  -0.086
C  1.77079  5.17477  -3.93417  -0.088
C  1.58650  3.79479  -3.90917  -0.104
C  1.45098  0.46980  -4.45754  -0.270
C  2.84652  0.48205  -4.38819  -0.119
C  3.62217  -0.13285  -5.36035  -0.089
C  3.01050  -0.78186  -6.42514  -0.097
C  1.62734  -0.80793  -6.51002  -0.090
C  0.85592  -0.18555  -5.53429  -0.097
H  0.88445  -0.76487  -1.67190  -0.069
H  -1.59732  -0.96954  -2.85263  0.092
H  -3.90659  -1.33948  -3.64209  0.094
H  -5.14511  0.49068  -4.74941  0.101
H  -4.05347  2.68288  -5.09312  0.101
H  -1.73482  3.04160  -4.35077  0.098
H  -0.80014  3.62533  -1.52831  0.083
H  -0.49579  6.05598  -1.57878  0.110
H  1.17873  7.06394  -3.10980  0.102
H  2.48342  5.61004  -4.62360  0.103
H  2.16459  3.17346  -4.58333  0.095
H  3.34209  0.97383  -3.55983  0.083
H  4.70235  -0.10900  -5.28635  0.101
H  3.61185  -1.26608  -7.18413  0.099
H  1.14470  -1.31077  -7.33888  0.100
H  -0.22416  -0.20923  -5.62186  0.092

frontier orbital gap	7.73	eV
HOMO energy	-7.606	eV
net charge	0
LUMO	0.1	eV

=====

Entry two
A molecular structure, C56H60AsBiGeO8P2S, computed with ωB97M-V/def2-TZVPD.

Last column: Löwdin charge in e.
Cartesian coordinates (Å):
Bi  0.78967  1.05465  -1.22593  1.685
C  0.34540  4.01453  2.70485  -0.087
C  1.43542  4.31127  1.67520  -0.359
C  2.64198  3.39037  1.89813  -0.077
C  0.92911  4.23276  0.24030  -0.234
C  1.82013  4.34704  -0.83291  -0.072
C  1.37509  4.34871  -2.14738  -0.075
C  0.01359  4.26621  -2.44949  -0.330
C  -0.46325  4.33523  -3.87745  -0.051
C  -0.87424  4.13251  -1.38909  -0.073
C  -0.42380  4.10622  -0.06740  -0.056
H  0.76495  4.04771  3.71235  0.074
H  -0.06886  3.01341  2.55201  0.059
H  -0.46834  4.74412  2.66595  0.080
H  1.76535  5.34403  1.82746  0.141
H  2.38194  2.34941  1.69725  0.030
H  2.97598  3.46131  2.93683  0.053
H  3.48963  3.66078  1.26254  0.072
H  2.88296  4.44660  -0.64241  0.112
H  2.09235  4.44396  -2.95645  0.118
H  0.05231  3.59866  -4.49979  0.081
H  -0.27044  5.32346  -4.30148  0.085
H  -1.53608  4.14488  -3.94527  0.067
H  -1.93982  4.07123  -1.58736  0.117
H  -1.15772  4.00891  0.72282  0.106
C  5.63233  -0.69968  -2.02528  -0.060
C  4.24682  -0.29310  -1.52442  -0.596
O  3.92247  1.06576  -1.84024  -0.108
P  4.13991  -0.50398  0.29929  0.462
O  4.40271  -2.04799  0.47866  -0.111
O  5.48638  0.14574  0.86106  -0.092
O  2.92371  0.07190  0.89444  -0.347
P  2.95014  -1.39005  -2.23589  0.329
O  2.98035  -0.90426  -3.77742  -0.137
O  3.32399  -2.81729  -2.07431  -0.272
O  1.60419  -0.96359  -1.64647  -0.532
H  6.37936  -0.02491  -1.60887  0.086
H  5.66541  -0.63774  -3.11560  0.085
H  5.87071  -1.72035  -1.73181  0.086
H  3.83128  1.12849  -2.80058  0.088
H  3.93274  -2.62132  -0.16972  0.074
H  5.30033  0.64059  1.67191  0.094
H  3.18413  -1.65013  -4.35998  0.096
C  3.44392  1.51754  7.70608  -0.097
C  3.34079  2.41140  6.65272  -0.092
C  2.73416  2.01306  5.46305  -0.122
C  2.22112  0.72880  5.30967  -0.371
C  2.33745  -0.16318  6.37946  -0.108
C  2.94256  0.22486  7.56459  -0.084
As  1.31274  0.27255  3.60066  1.377
C  -0.31313  -0.36505  4.50360  -0.389
C  -0.51950  -1.65454  4.98647  -0.115
C  -1.68180  -1.96933  5.68334  -0.096
C  -2.66023  -1.00605  5.88739  -0.101
C  -2.46655  0.28109  5.39878  -0.086
C  -1.29844  0.59708  4.71816  -0.121
C  2.22305  -1.42947  3.25907  -0.402
C  3.54441  -1.65888  3.63900  -0.122
C  4.17444  -2.85679  3.31808  -0.096
C  3.49665  -3.83746  2.60581  -0.108
C  2.18936  -3.60682  2.19445  -0.085
C  1.56375  -2.40835  2.51346  -0.128
H  3.90980  1.82230  8.63533  0.099
H  3.73081  3.41785  6.75212  0.100
H  2.66131  2.71638  4.64066  0.052
H  1.95419  -1.17166  6.28742  0.098
H  3.02240  -0.47908  8.38467  0.101
H  0.22693  -2.42280  4.82791  0.094
H  -1.82051  -2.97283  6.06826  0.100
H  -3.57414  -1.25872  6.41219  0.099
H  -3.22388  1.04065  5.55462  0.100
H  -1.15339  1.60445  4.33918  0.087
H  4.08939  -0.90383  4.19201  0.100
H  5.19802  -3.02358  3.63103  0.105
H  3.98720  -4.77185  2.36263  0.103
H  1.66078  -4.35754  1.61833  0.103
H  0.55051  -2.21116  2.17610  0.072
C  -1.27449  -2.26048  -0.19455  -0.227
S  -1.92205  -0.73978  0.48582  0.865
O  -0.85730  -0.19102  1.39972  -0.603
C  -3.24576  -1.41356  1.47382  -0.377
C  -4.45068  -0.72378  1.40850  -0.092
C  -5.54078  -1.16893  2.14553  -0.075
C  -5.41874  -2.30196  2.93958  -0.076
C  -4.20608  -2.97937  3.01032  -0.074
C  -3.11226  -2.53347  2.28513  -0.068
H  -0.91862  -2.89713  0.61528  0.043
H  -0.43709  -2.00459  -0.84696  0.024
H  -2.05837  -2.75948  -0.77031  0.066
H  -4.53184  0.15224  0.77160  0.101
H  -6.47979  -0.63030  2.10143  0.105
H  -6.26927  -2.65630  3.50980  0.105
H  -4.10741  -3.85519  3.64158  0.109
H  -2.16646  -3.05685  2.36574  0.109
C  -0.54267  0.94025  -2.77944  -0.538
Ge  -1.62440  -0.26026  -3.83191  0.887
C  -1.42386  -2.19041  -3.68787  -0.273
C  -0.18012  -2.80795  -3.56856  -0.113
C  -0.06239  -4.19306  -3.56064  -0.071
C  -1.19622  -4.98483  -3.69063  -0.088
C  -2.44195  -4.38656  -3.83875  -0.085
C  -2.55396  -2.99991  -3.84175  -0.117
C  -3.44460  0.27568  -3.32987  -0.267
C  -3.87100  1.54524  -3.73984  -0.126
C  -5.10958  2.04736  -3.35759  -0.085
C  -5.95318  1.28039  -2.55966  -0.092
C  -5.54660  0.02115  -2.14249  -0.095
C  -4.29860  -0.47049  -2.51697  -0.117
C  -1.43579  0.07734  -5.74762  -0.268
C  -2.54040  0.24601  -6.58169  -0.105
C  -2.38198  0.32777  -7.96210  -0.089
C  -1.11598  0.23780  -8.52477  -0.097
C  -0.00574  0.06682  -7.70525  -0.092
C  -0.16775  -0.01471  -6.32855  -0.109
H  -1.03304  1.91566  -2.85815  -0.087
H  0.70509  -2.20115  -3.45961  0.056
H  0.91532  -4.64774  -3.44426  0.105
H  -1.10936  -6.06522  -3.68416  0.101
H  -3.32827  -4.99870  -3.95501  0.101
H  -3.53225  -2.54889  -3.97316  0.090
H  -3.22682  2.14988  -4.37535  0.095
H  -5.42149  3.03210  -3.68723  0.101
H  -6.92202  1.66540  -2.26338  0.100
H  -6.20204  -0.58638  -1.52662  0.102
H  -3.99583  -1.45083  -2.16163  0.085
H  -3.53658  0.31036  -6.15774  0.092
H  -3.25013  0.45424  -8.59892  0.100
H  -0.99323  0.29817  -9.59946  0.099
H  0.98345  -0.01118  -8.14159  0.099
H  0.70647  -0.14849  -5.69424  0.090

frontier orbital gap	7.74	eV
HOMO energy	-7.874	eV
net charge	0
LUMO	-0.1	eV

=====

Most stable: entry one

=====

Entry one
A single C3H2FN molecule, computed with ωB97M-V/def2-TZVPD.

Last column: Löwdin charge in e.
Cartesian coordinates (Å):
N  1.89523  -1.13780  1.14586  0.154
C  0.95715  -0.45884  0.99088  -0.265
C  -0.30709  -0.02628  0.58696  -0.051
C  -0.31599  0.35068  -0.79017  -0.065
F  -1.40979  0.88015  -1.38996  0.018
H  -1.31702  0.02983  0.91783  0.101
H  0.49752  0.36226  -1.46141  0.108

frontier orbital gap	10.15	eV
HOMO energy	-10.167	eV
net charge	0
SMILES	N#C/C=C/F
LUMO	0.0	eV

=====

Entry two
2 unconnected molecules or ions with the total composition C3H2FN, computed with ωB97M-V/def2-TZVPD.

Last column: Löwdin charge in e.
Cartesian coordinates (Å):
C  0.74929  -0.98366  -0.63092  0.146
C  0.07804  -0.91062  0.39342  -0.120
C  -0.80066  -0.64681  1.43209  -0.246
N  -1.45327  -0.25322  2.30626  0.168
H  1.47128  -1.50306  -1.25567  0.061
F  -0.05587  2.20938  -1.62286  -0.154
H  0.01118  2.08798  -0.62232  0.146

frontier orbital gap	11.12	eV
HOMO energy	-11.344	eV
net charge	0
SMILES	C#CC#N.F
LUMO	-0.2	eV

=====

Most stable: entry one

=====

Entry one
2 unconnected molecules or ions with the total composition C2H2NO2, computed with ωB97M-V/def2-TZVPD.

Last column: Löwdin charge in e.
Cartesian coordinates (Å):
C  -1.89699  1.54656  1.68500  -0.194
C  0.74450  -0.79893  -0.98408  -0.741
N  -0.91545  1.08803  1.38006  0.036
O  1.14227  -0.58278  0.13660  -0.107
O  1.08872  -1.63022  -1.83627  -0.120
H  -0.01434  -0.08060  -1.38950  0.086
H  -0.14871  0.45795  1.00819  0.040

frontier orbital gap	9.00	eV
HOMO energy	-4.425	eV
net charge	-1
LUMO	4.6	eV

=====

Entry two
A gas-phase ion, C2H2NO2 (charge -1), computed with ωB97M-V/def2-TZVPD.

Last column: Löwdin charge in e.
Cartesian coordinates (Å):
O  1.31677  -1.29844  0.03320  -0.089
C  0.77005  -0.19639  -0.16887  -0.587
C  -0.63735  -0.29737  0.09104  -0.050
N  0.33087  0.97264  -0.00060  -0.147
O  0.48235  2.25431  -0.29196  -0.271
H  -0.95529  -0.67751  1.06012  0.060
H  -1.30740  -0.75725  -0.72293  0.084

frontier orbital gap	7.24	eV
HOMO energy	-2.671	eV
net charge	-1
SMILES	O=C1CN1[O-]
LUMO	4.6	eV

=====

Most stable: entry one